{"formula": "C27H72CuF2NO31S11", "method": "wB97M-V/def2-TZVPD", "mol_weight_g_mol": 1361.13, "homo_lumo_gap_ha": [0.2816, 0.1482], "spin_multiplicity": 2, "total_energy_ha": -9678.64338, "relative_energy_ev": 9.708, "charge": 1, "species": ["O", "H", "H", "S", "H", "O", "O", "C", "H", "H", "C", "S", "C", "H", "O", "H", "H", "O", "O", "H", "H", "C", "H", "H", "H", "H", "F", "H", "H", "H", "H", "O", "H", "C", "O", "H", "C", "H", "O", "H", "H", "C", "O", "O", "C", "H", "H", "N", "H", "O", "H", "S", "C", "O", "Cu", "O", "H", "H", "H", "C", "S", "H", "O", "O", "H", "O", "H", "O", "H", "H", "C", "O", "F", "H", "H", "S", "C", "H", "C", "H", "H", "H", "H", "H", "O", "S", "H", "C", "O", "H", "O", "O", "S", "H", "C", "C", "H", "H", "S", "H", "H", "S", "C", "C", "O", "O", "C", "H", "H", "H", "H", "S", "H", "H", "H", "H", "O", "C", "H", "H", "O", "H", "H", "C", "H", "C", "C", "H", "H", "H", "S", "O", "C", "O", "C", "H", "H", "H", "C", "H", "H", "H", "O", "O", "C"], "xyz": [[2.16301, -10.26405, -12.01813], [-6.84187, -12.81866, -1.84781], [-2.17721, -7.30351, -11.50541], [-5.26194, -6.89704, -9.59037], [-8.30652, -12.85498, -4.32652], [-0.69789, -15.11362, -7.49622], [-4.69098, -8.45463, -4.97476], [-1.20633, -10.84410, -12.25438], [-4.50002, -11.27539, -12.47580], [-3.04479, -14.97826, -10.07975], [-2.30067, -7.93899, -10.63348], [-2.28803, -9.66714, -6.81981], [-3.59804, -8.64593, -10.61888], [1.68057, -12.78145, -7.82902], [-6.34247, -10.51492, -10.59873], [-9.23501, -10.37356, -10.96051], [-5.95199, -14.96048, -9.11595], [-3.00201, -10.03951, -14.09881], [-0.80926, -13.44816, -9.20208], [-3.62918, -5.34050, -10.39331], [-7.55010, -11.61119, -11.94070], [-0.16678, -14.68615, -5.74512], [-3.78390, -9.33214, -9.80332], [-4.55936, -13.34548, -3.78840], [-5.80218, -11.77421, -13.60517], [0.74055, -16.57651, -7.89073], [-5.24413, -11.79804, -7.29271], [-2.21296, -4.69874, -2.86145], [-5.74969, -10.11598, -13.05172], [0.79194, -16.04471, -6.28413], [-2.02450, -6.99535, -4.86383], [-1.39672, -9.92955, -7.89563], [-0.11782, -15.50882, -6.44306], [-1.97500, -5.07661, -3.85198], [-3.20554, -12.47942, -6.51054], [-3.74438, -5.42150, -8.56984], [0.06538, -16.28093, -7.06662], [-2.74401, -16.39493, -9.13288], [2.01231, -10.02125, -9.59476], [-4.68609, -11.82314, -2.93921], [1.57082, -13.91172, -2.46733], [-3.67249, -16.92544, -6.32839], [-6.59560, -6.49661, -9.88265], [-3.54249, -8.89487, -2.82870], [-5.26465, -12.60069, -3.43185], [4.55073, -10.68857, -10.81862], [0.67166, -14.00076, -5.78772], [-3.82131, -9.94592, -7.19025], [-3.22832, -14.76082, -8.37488], [-8.26665, -15.32707, -6.53727], [-7.71596, -14.40234, -9.06299], [-0.95941, -14.84536, -9.05269], [-8.79268, -9.66881, -10.26590], [-0.24607, -13.78383, -3.41003], [-5.68700, -8.83364, -6.83479], [-7.70684, -11.77760, -9.12402], [-1.57844, -17.67964, -7.47850], [-8.50127, -8.73084, -10.72303], [-3.28700, -17.78227, -6.86942], [-0.63241, -12.84820, -15.45968], [-7.40248, -10.43850, -9.47069], [-2.50177, -4.51553, -4.62456], [-0.23301, -15.76513, -9.84210], [-5.93061, -12.15962, -4.65819], [-5.58159, -17.74581, -5.56744], [-1.61536, -15.84454, -3.83104], [-6.22854, -12.47266, -11.15601], [-6.76875, -10.09176, -5.62439], [-2.16607, -7.27335, -9.76992], [-1.05218, -14.05198, -5.86991], [-5.83198, -7.63749, -2.72046], [-6.88421, -10.51610, -3.16054], [-2.39423, -8.07665, -6.65638], [2.00452, -11.12483, -7.11978], [-0.07506, -18.41895, -6.92854], [-1.64212, -9.84744, -13.68416], [-5.53732, -11.14071, -12.75305], [-1.99131, -10.62917, -11.52995], [-4.26669, -5.41384, -9.52497], [-1.79095, -7.11644, -3.14205], [0.56824, -11.42678, -8.06744], [-0.26854, -10.39829, -11.95291], [-4.97201, -4.59141, -9.42821], [4.61666, -9.39348, -9.75685], [-1.82607, -10.01285, -5.52332], [-6.94010, -10.97536, -4.49272], [1.06090, -12.09702, -0.79806], [0.57217, -12.24542, -1.75812], [-5.00558, -7.62226, -8.35380], [-8.51299, -12.12237, -5.84823], [-5.89186, -15.92511, -6.57688], [-3.74482, -6.63671, -3.67159], [2.54757, -9.38358, -10.95535], [-9.29018, -11.24833, -4.55723], [-0.73527, -17.56024, -6.79756], [-2.65727, -15.31511, -9.11139], [-6.59459, -13.74728, -7.97007], [-3.70592, -9.26949, -11.50823], [-7.26915, -15.91192, -7.37628], [-3.38823, -15.95330, -6.71738], [-1.29271, -11.87760, -12.55111], [-0.34738, -15.22681, -4.06403], [1.61631, -11.69968, -7.95763], [0.53696, -13.70308, -2.19615], [-4.71682, -7.71038, -10.78636], [-3.43247, -11.94662, -8.82788], [-5.19734, -17.18656, -6.43029], [-0.72172, -13.41829, -16.38800], [-9.47548, -9.51896, -9.42978], [0.98766, -11.60679, -2.53786], [-3.43536, -16.92520, -5.26875], [-4.36621, -8.08267, -3.63023], [0.12241, -14.31701, -1.40355], [-1.13504, -17.65575, -5.78341], [-6.30362, -6.82103, -3.25557], [-5.49150, -7.38458, -1.72674], [0.81696, -15.95599, -3.70339], [-6.14806, -13.38546, -2.47590], [4.77896, -9.08073, -11.57990], [-5.35958, -17.94847, -7.19978], [2.32674, -8.00413, -10.97914], [-1.09839, -13.36719, -14.63020], [-5.52937, -13.93371, -1.76689], [-8.43799, -11.88088, -4.78281], [2.13481, -12.14385, -9.98478], [-1.20340, -11.46884, -15.70966], [-6.49725, -11.54512, -11.66534], [-0.44277, -11.85834, -1.60165], [0.44820, -12.74298, -15.34100], [3.45161, -11.47416, -9.08316], [-3.67675, -11.58391, -7.48530], [-7.51918, -17.13024, -8.01174], [4.30599, -9.62866, -10.77566], [-0.67448, -10.53095, -14.73614], [-6.80405, -14.65707, -8.52502], [-6.76235, -14.11355, -3.01030], [-0.92592, -4.87929, -4.07619], [-0.84405, -11.02333, -16.63322], [-2.29045, -6.53003, -3.91583], [-2.28740, -11.56587, -15.70378], [-6.43265, -8.54406, -2.76340], [-1.47409, -8.62698, -10.52607], [-1.16940, -8.53724, -13.49356], [-6.95211, -9.52474, -8.47811], [2.37464, -11.37807, -9.24146]], "mulliken_spin": [0.0000, 0.0000, 0.0002, 0.0070, 0.0008, 0.0000, 0.0082, 0.0000, 0.0001, 0.0000, -0.0007, -0.0046, 0.0002, 0.0000, 0.0002, 0.0002, 0.0000, 0.0000, 0.0000, 0.0007, -0.0001, -0.0001, 0.0001, 0.0000, 0.0000, 0.0000, 0.0017, 0.0000, 0.0000, 0.0000, 0.0000, 0.0024, 0.0000, 0.0000, 0.0023, 0.0001, -0.0001, 0.0000, 0.0001, 0.0000, 0.0000, -0.0002, 0.0002, 0.0028, 0.0001, 0.0000, 0.0000, 0.0110, 0.0001, 0.0000, 0.0000, 0.0000, 0.0025, 0.0000, 0.8726, -0.0003, 0.0000, 0.0003, 0.0000, 0.0000, 0.0062, 0.0000, 0.0000, -0.0014, 0.0000, 0.0000, 0.0000, 0.0363, -0.0001, 0.0002, -0.0002, 0.0003, -0.0004, 0.0000, 0.0000, 0.0000, -0.0001, 0.0000, 0.0036, 0.0000, -0.0001, 0.0000, 0.0001, 0.0000, 0.0005, 0.0031, 0.0000, 0.0000, 0.0273, -0.0003, 0.0000, 0.0006, 0.0000, 0.0001, 0.0000, 0.0000, 0.0000, 0.0001, 0.0000, 0.0002, 0.0000, 0.0000, 0.0002, 0.0000, 0.0004, 0.0020, 0.0000, 0.0000, -0.0002, 0.0000, 0.0000, 0.0045, 0.0000, 0.0000, 0.0001, 0.0000, 0.0000, 0.0000, 0.0000, 0.0000, 0.0000, 0.0000, 0.0000, 0.0065, 0.0000, 0.0000, 0.0001, 0.0000, 0.0000, 0.0000, -0.0059, 0.0000, 0.0000, 0.0000, 0.0000, 0.0000, 0.0000, 0.0000, 0.0000, 0.0000, 0.0001, -0.0001, 0.0000, 0.0086, 0.0000]}